1.
Below is a cluster of 8 separate species, C10H36N2O8 in total, with properties calculated with wB97M-V/def2-TZVPD.

```
56
Properties=species:S:1:pos:R:3:mulliken_charge:R:1
O 17.164 11.596 13.289 0.7610
O 17.943 7.357 12.479 -0.6835
O 17.043 14.254 11.855 -0.5086
O 18.480 10.289 9.950 -0.7381
O 15.214 9.363 14.197 -0.3576
O 20.207 8.702 11.258 -0.5070
O 14.545 10.451 11.045 -0.6631
O 15.225 12.583 14.948 -0.4702
N 16.204 7.606 10.852 -0.3768
N 16.872 9.412 11.818 0.6156
C 15.945 8.578 15.055 -0.6186
C 12.833 11.865 11.649 -1.3963
C 18.159 11.620 14.338 -0.1670
C 21.358 9.413 11.386 -0.7475
C 14.278 11.621 11.745 0.8209
C 17.044 8.115 11.725 0.4368
C 18.689 11.696 10.133 -0.9068
C 15.607 13.822 15.502 -0.8861
C 18.270 14.924 11.725 -0.6478
C 18.964 10.405 14.248 -1.1095
H 15.535 13.807 16.536 0.3675
H 14.595 8.762 13.708 0.2701
H 12.416 12.175 10.727 0.4000
H 21.277 10.261 10.782 0.2812
H 18.828 12.525 14.130 0.0983
H 17.611 11.645 15.298 0.3460
H 15.273 8.076 15.795 0.2892
H 18.661 15.027 12.721 0.2437
H 16.432 12.009 13.713 -0.1518
H 15.004 12.438 11.417 -0.0419
H 14.766 10.691 10.121 0.3174
H 17.278 13.329 11.659 0.1058
H 21.448 9.742 12.406 0.2320
H 17.850 10.024 10.661 0.6429
H 18.130 15.887 11.297 0.3126
H 19.624 10.527 15.082 0.4359
H 16.405 7.699 14.476 0.2307
H 19.540 10.567 13.311 0.0463
H 14.847 14.537 15.246 0.3648
H 17.748 12.049 10.269 0.5362
H 19.204 12.041 9.308 0.4304
H 16.638 9.271 15.571 0.1699
H 16.024 9.928 11.527 0.1345
H 16.620 6.785 10.316 0.3055
H 18.343 9.434 14.176 0.1873
H 12.654 12.822 12.292 0.3176
H 15.617 8.257 10.315 0.2011
H 14.565 11.364 12.730 -0.2827
H 19.523 9.271 10.927 0.3759
H 17.306 9.879 12.600 -0.5168
H 16.516 14.305 15.224 0.2875
H 14.336 12.467 14.973 0.2472
H 22.067 8.666 11.010 0.2586
H 12.240 11.060 12.063 0.3269
H 19.217 11.875 11.116 0.1585
H 18.973 14.359 11.144 0.2219
```

Results
**Gap between HOMO and LUMO**: 8.87 eV
**2S+1**: 1
**Molar mass**: 312.4 u

=====

2.
Below is a cluster of 8 separate species, C10H36N4O8 in total, with properties calculated with wB97M-V/def2-TZVPD.

```
58
Properties=species:S:1:pos:R:3:mulliken_charge:R:1
O 8.410 -11.339 4.117 -0.6007
O 6.906 -7.952 11.439 -0.5173
O 5.506 -12.567 0.519 -0.6876
O 5.792 -11.100 9.040 -0.5005
O 6.261 -9.322 6.646 -0.3072
O 4.935 -7.164 3.036 -0.4427
O 8.813 -15.600 6.284 -0.6117
O 5.533 -6.335 5.938 -0.4403
N 6.098 -10.865 1.912 -0.2207
N 10.600 -11.276 4.759 -0.4029
N 8.964 -10.226 5.992 -0.1671
N 7.216 -12.853 2.013 -0.2771
C 6.942 -14.358 5.436 -1.1461
C 8.188 -13.624 7.508 -1.2768
C 5.678 -9.875 5.457 -0.4117
C 4.896 -5.822 2.555 -0.5870
C 6.195 -5.190 6.470 -0.6823
C 6.614 -7.314 10.220 -0.4089
C 6.216 -12.139 1.412 0.4653
C 8.283 -14.265 6.127 0.9225
C 9.289 -10.962 4.896 0.4432
C 4.853 -12.105 8.642 -0.4066
H 9.005 -13.722 5.517 -0.0532
H 6.736 -10.514 2.603 0.1677
H 7.934 -12.565 7.409 0.1940
H 4.729 -6.499 6.441 0.2913
H 8.013 -9.902 6.132 0.0668
H 10.936 -11.894 4.045 0.2507
H 6.668 -8.001 9.364 0.0937
H 5.436 -10.254 1.473 0.1283
H 7.395 -14.105 8.089 0.4689
H 6.080 -8.242 11.833 0.2962
H 6.476 -13.394 5.217 0.1911
H 5.689 -4.274 6.157 0.2870
H 7.203 -5.180 6.064 0.2592
H 6.062 -10.663 8.225 0.2535
H 7.379 -13.768 1.637 0.1727
H 4.692 -12.762 9.494 0.2659
H 6.219 -9.550 4.561 0.2428
H 5.877 -10.946 5.465 -0.1100
H 9.115 -13.717 8.072 0.3590
H 7.364 -6.547 10.012 0.2619
H 11.262 -10.977 5.452 0.1443
H 8.484 -15.949 7.117 0.3567
H 4.934 -7.099 3.997 0.3243
H 5.628 -6.843 10.196 0.2804
H 6.239 -14.940 6.039 0.3470
H 6.156 -8.364 6.625 0.0896
H 6.262 -5.206 7.559 0.2490
H 9.688 -9.927 6.621 0.1787
H 7.040 -14.885 4.486 0.2749
H 4.072 -5.265 3.009 0.2371
H 7.669 -12.514 2.853 0.4259
H 4.692 -5.861 1.486 0.2567
H 5.858 -5.334 2.725 0.2477
H 3.890 -11.632 8.422 0.2531
H 4.627 -9.613 5.357 0.4611
H 5.218 -12.665 7.781 0.0502
```

Results
**Gap between HOMO and LUMO**: 9.09 eV
**2S+1**: 1
**Molar mass**: 340.4 u

=====

3.
Below is a cluster of 8 separate species, C10H36O8 in total, with properties calculated with wB97M-V/def2-TZVPD.

```
54
Properties=species:S:1:pos:R:3:mulliken_charge:R:1
O -1.074 -1.267 -0.509 -0.5004
O 6.012 2.012 -2.752 -0.4815
O -1.556 -5.475 2.040 -0.5543
O -0.046 -3.633 -1.806 -0.6710
O -2.235 2.594 0.857 -0.4312
O -2.277 0.238 4.697 -0.5006
O -3.659 -0.444 0.057 -0.4823
O 3.892 3.427 -0.022 -0.5120
C -1.941 -4.384 1.225 0.2881
C -2.489 3.701 -0.022 -0.5957
C -0.914 0.099 4.323 -0.2989
C 4.050 2.170 0.646 -0.3488
C 4.966 2.532 -3.561 -0.1775
C -4.449 -0.037 -1.053 -0.7216
C -0.128 -0.412 0.149 0.4120
C -3.108 -3.686 1.919 -0.9980
C 4.029 1.445 -4.040 -0.9519
C 1.193 -0.389 -0.587 -0.9816
H -4.788 -0.943 -1.550 0.2941
H 4.557 0.684 -4.634 0.3519
H 4.384 3.172 -2.894 0.1426
H -1.993 -1.055 -0.249 0.3119
H -1.128 -3.666 1.096 -0.0544
H 1.901 0.154 0.042 0.0725
H 1.532 -1.388 -0.852 0.3797
H -0.253 -3.081 -1.036 0.3219
H -0.491 1.102 4.223 0.2063
H -3.462 0.364 0.558 0.2131
H -3.304 -2.701 1.488 0.1742
H 3.594 0.834 -3.247 0.2502
H -2.490 -0.462 5.318 0.2950
H 3.312 2.089 1.449 0.2739
H -0.083 -0.860 1.151 -0.0295
H -2.336 -4.674 0.245 0.2519
H 1.179 0.206 -1.505 0.2902
H -5.362 0.463 -0.686 0.2978
H 3.259 1.835 -4.708 0.3327
H 3.937 3.210 -0.954 0.2955
H -1.622 4.358 -0.072 0.2859
H 3.751 1.394 -0.065 0.0023
H -0.369 -3.124 -2.556 0.3122
H -1.431 2.726 1.359 0.2700
H 6.405 1.259 -3.207 0.3135
H -2.722 3.304 -1.011 0.2083
H -0.612 0.569 0.212 0.1194
H -0.669 -5.762 1.802 0.3076
H 5.047 1.979 1.039 0.2725
H 5.343 3.099 -4.415 0.2651
H -4.072 0.733 -1.734 0.2629
H -4.003 -4.292 2.038 0.3388
H -3.364 4.232 0.359 0.2483
H -0.767 -0.441 3.384 -0.0044
H -0.331 -0.389 5.109 0.3690
H -2.814 -3.419 2.944 0.2641
```

Results
**Gap between HOMO and LUMO**: 10.28 eV
**2S+1**: 1
**Molar mass**: 284.4 u

=====

4.
Below is a structure of composition C10H37N2O8V, with properties calculated with wB97M-V/def2-TZVPD.

```
58
Properties=species:S:1:pos:R:3:mulliken_spin:R:1
V -28.791 0.924 23.262 3.0135
O -25.024 -0.607 24.096 0.0007
O -28.144 -1.447 26.668 0.0024
O -27.685 -0.812 23.014 -0.0400
O -29.829 -2.535 22.128 -0.0008
O -29.742 -5.322 22.547 -0.0001
O -26.741 1.859 23.360 -0.0038
O -26.625 -0.830 20.451 -0.0001
O -28.575 1.061 21.092 0.0041
N -26.796 -0.397 29.910 0.0000
N -26.455 -5.513 24.189 0.0000
C -27.480 -5.011 23.283 -0.0003
C -26.312 2.272 24.675 -0.0008
C -24.032 -1.025 23.174 -0.0011
C -26.916 -4.795 21.888 -0.0005
C -30.877 -6.153 22.464 0.0000
C -26.923 -0.413 28.431 0.0000
C -28.701 -5.915 23.321 0.0001
C -28.616 -2.676 26.145 -0.0030
C -27.890 -1.520 28.063 0.0003
C -25.574 -0.585 27.794 -0.0008
H -31.281 -6.458 23.433 0.0000
H -27.037 -1.020 21.321 0.0027
H -27.827 0.486 20.805 -0.0005
H -25.112 -1.557 27.970 0.0000
H -27.868 -4.079 23.730 -0.0006
H -29.062 1.264 20.282 0.0005
H -27.731 -0.326 30.300 0.0000
H -24.896 0.188 28.168 0.0000
H -24.247 -2.015 22.749 0.0001
H -28.956 -2.149 22.259 0.0082
H -26.291 0.426 30.214 0.0000
H -27.661 -4.288 21.269 -0.0002
H -27.857 -3.460 26.246 -0.0001
H -25.905 -0.552 23.684 0.0050
H -28.782 -2.527 25.078 0.0051
H -26.644 -5.735 21.411 0.0001
H -30.588 -7.079 21.950 0.0000
H -26.357 -1.684 20.092 -0.0005
H -25.643 -0.449 26.712 -0.0008
H -27.484 -2.507 28.318 -0.0001
H -25.993 1.863 22.754 0.0022
H -27.321 0.568 28.138 -0.0003
H -27.517 -1.643 23.459 0.0114
H -29.538 -2.977 26.647 -0.0005
H -28.839 -1.446 28.615 0.0000
H -26.691 3.276 24.878 -0.0042
H -29.088 -6.062 24.337 0.0000
H -23.864 -0.305 22.372 -0.0005
H -26.799 1.647 25.430 0.0026
H -28.515 -6.910 22.895 0.0000
H -26.801 -6.065 24.971 0.0000
H -25.239 2.187 24.783 0.0004
H -26.016 -4.180 21.946 0.0001
H -25.962 -4.775 24.684 0.0000
H -31.647 -5.674 21.868 0.0000
H -29.720 -3.487 22.325 0.0000
H -23.137 -1.211 23.770 0.0000
```

Results
**Charge**: +1
**Gap between HOMO and LUMO (alpha / beta)**: 6.71 / 6.72 eV
**2S+1**: 4
**Molar mass**: 364.4 u